[1]
16
Properties=species:S:1:pos:R:3 method="wB97M-V/def2-TZVPD" smiles=CCN.O.O e_homo_ev=-8.418 max_force_ev_per_a=1.69 e_tot_ev=-7836.8625 relative_energy_ev=1.064 gap_ev=9.01 e_lumo_ev=0.589
C 1.950 -0.577 0.533
H -4.337 1.163 -0.398
C 2.484 -1.236 1.781
N 2.342 0.806 0.408
H 2.286 -1.201 -0.321
H 0.907 -0.713 0.344
H -3.169 -0.664 -3.283
H 2.638 -0.584 2.622
H 3.474 -1.683 1.633
O -2.707 -0.168 -2.600
O -4.796 1.886 0.053
H -2.334 0.595 -3.053
H 1.828 -2.037 2.112
H 3.257 1.005 0.750
H -5.642 1.990 -0.396
H 1.818 1.417 -0.185

[2]
36
Properties=species:S:1:pos:R:3 method="wB97M-V/def2-TZVPD" e_homo_ev=-8.776 max_force_ev_per_a=2.11 e_tot_ev=-29927.9232 gap_ev=7.95 e_lumo_ev=-0.829
C -2.563 -0.721 -1.637
N 1.433 -0.892 -0.031
H 2.941 -0.805 -2.913
C 0.087 0.508 4.212
H 2.551 -2.311 1.150
H -0.796 1.169 4.031
C 3.184 -1.933 -0.961
O 0.544 0.577 5.362
H -1.129 -3.336 2.678
O 0.477 -0.209 3.216
C -2.123 -2.892 2.844
H -2.806 -3.294 2.088
C 0.767 3.235 -1.105
H -3.308 -0.655 -3.758
H -3.375 -1.174 -1.082
H 4.013 -2.591 -1.127
H -2.119 -1.785 2.785
C -2.549 -0.460 -3.032
H 1.054 3.609 -2.085
N 0.602 1.916 -0.898
C 0.168 2.892 1.027
H 1.280 1.161 -2.919
H -0.827 0.460 -4.200
H -0.038 3.047 2.088
N 0.176 1.698 0.404
H -2.456 -3.194 3.845
Cd -0.482 -0.372 1.135
B 0.800 0.762 -1.919
C 0.508 3.885 0.090
C 2.677 -1.031 -1.886
N -1.389 -0.319 -1.098
N -0.624 0.184 -2.145
C 2.400 -1.799 0.202
C -1.305 0.109 -3.300
N 1.651 -0.380 -1.306
H 0.574 4.942 0.244

[3]
95
Properties=species:S:1:pos:R:3 method="wB97M-V/def2-TZVPD" e_homo_ev="-16.564 / -16.570" max_force_ev_per_a=5.70 total_charge=+3 e_tot_ev=-69611.3777 relative_energy_ev=4.293 s2=4.0950 gap_ev="6.30 / 2.66" multiplicity=4 e_lumo_ev="-10.262 / -13.913"
C -2.560 -3.350 -0.274
C 3.088 2.647 -0.052
H -1.856 4.611 -3.709
H 0.787 -0.312 -4.269
H -0.421 2.791 2.655
N -0.450 -0.904 -1.707
C -1.805 1.581 -2.203
H -1.156 0.070 2.931
H -1.696 -2.217 2.843
C -0.151 -0.476 -4.824
H -0.079 1.846 4.151
C 0.333 2.403 -2.353
C -3.644 -2.268 -0.194
C 1.471 -0.285 3.550
H 3.489 3.978 -1.786
H 4.262 3.182 1.667
C 3.914 2.259 1.176
H 4.583 4.146 -0.422
H -3.359 -1.798 -2.317
H 4.809 1.678 0.920
C -0.225 -2.721 -3.773
C -1.306 -0.713 -2.697
H 2.429 2.720 -2.629
C -4.166 -1.903 -1.586
C -3.086 -0.654 2.241
H -5.220 -3.706 0.083
H -3.098 -1.983 3.936
C -2.371 2.803 -2.658
H -2.246 1.359 2.418
H -2.117 -3.582 0.704
H 4.600 1.034 -2.645
H 2.425 4.549 0.715
O 0.776 -2.512 1.336
H 0.619 -0.951 3.722
H 3.320 1.701 1.913
C 0.520 -1.523 0.738
C 1.972 3.623 0.329
S 1.074 0.927 2.235
H 1.321 3.221 1.113
C -2.224 0.307 -2.638
C 2.968 -1.201 -2.200
H 4.700 -1.727 -0.196
H -3.455 2.883 -2.709
H 5.366 1.003 -1.019
H -2.838 -2.638 -4.304
H 1.897 1.145 -3.187
H -2.989 -0.938 -4.862
H 0.618 4.032 -3.702
H 5.476 -0.389 -2.084
H -5.742 -2.051 0.430
C -4.537 -0.156 2.350
H -2.991 -4.271 -0.694
C 3.925 -1.000 0.091
H -3.266 -2.869 2.411
H 1.720 0.280 4.457
C 4.023 3.408 -1.018
H 1.352 3.890 -0.535
C 4.806 0.421 -1.759
H -4.800 -2.974 1.625
H -1.734 -3.019 -0.924
H 0.721 -2.473 -3.281
C -2.208 0.390 2.929
H 0.098 -0.888 -5.812
C 0.350 2.278 3.239
H -4.748 0.120 3.393
H -4.820 -2.701 -1.967
H 3.080 -1.563 0.507
Re 0.085 0.052 -0.212
C 3.540 -0.213 -1.175
H -2.524 0.523 3.975
H 4.771 2.783 -1.509
H -2.044 -2.111 -5.789
C -4.909 -2.759 0.557
H 2.850 -0.749 -3.193
C 1.757 1.889 -2.377
P 2.181 1.059 -0.751
H -5.288 -0.886 2.041
H 3.669 -2.043 -2.296
H 0.003 -3.178 -4.743
C -1.492 3.722 -3.200
H 2.341 -0.870 3.227
N -0.549 1.695 -1.630
H -4.665 0.743 1.731
H 2.002 -1.609 -1.877
H -0.667 0.486 -4.957
H 4.339 -0.363 0.882
C -0.124 3.447 -3.162
H -3.198 0.214 -3.115
C -2.777 -2.015 2.886
C -2.310 -1.793 -4.774
P -2.594 -0.758 0.449
H -0.769 -3.446 -3.153
H 1.153 2.980 3.501
H -4.748 -0.972 -1.547
C -1.026 -1.450 -4.024

[4]
5
Properties=species:S:1:pos:R:3 method="wB97M-V/def2-TZVPD" smiles="F/N=C/Cl" e_homo_ev=-11.123 max_force_ev_per_a=3.05 e_tot_ev=-17780.4020 relative_energy_ev=2.301 gap_ev=11.68 e_lumo_ev=0.553
C 0.307 -0.201 -0.092
H -0.266 -1.019 0.133
F -1.709 0.762 -0.014
Cl 1.989 -0.466 -0.011
N -0.322 0.925 -0.016

[5]
8
Properties=species:S:1:pos:R:3 method="wB97M-V/def2-TZVPD" e_homo_ev="-8.805 / -9.416" max_force_ev_per_a=1.92 e_tot_ev=-60384.5327 relative_energy_ev=0.000 s2=0.7514 gap_ev="8.80 / 7.41" multiplicity=2 e_lumo_ev="-0.008 / -2.002"
O 0.324 0.513 -0.251
C 1.217 -1.033 -0.075
Zn 2.057 1.508 0.053
C -0.954 0.525 -0.060
C -2.146 0.526 0.079
O 0.609 -2.036 0.063
F -3.431 0.522 0.168
O 2.324 -0.525 0.023

[6]
80
Properties=species:S:1:pos:R:3 method="wB97M-V/def2-TZVPD" e_homo_ev="-6.634 / -6.626" max_force_ev_per_a=4.84 e_tot_ev=-73511.6872 s2=6.0066 gap_ev="6.79 / 6.78" multiplicity=5 e_lumo_ev="0.156 / 0.156"
C -2.342 -1.994 3.730
C 1.795 1.114 -1.405
O -1.042 1.778 2.085
H -1.083 5.376 -1.102
H -0.058 2.678 6.017
H 5.001 0.995 -1.190
C -1.655 -1.397 2.692
H -2.397 4.805 -4.488
H 3.625 -4.784 -3.478
C 2.229 -2.809 1.676
N -2.210 -2.034 -1.247
H -3.254 -2.189 0.574
C 1.104 -0.038 -2.924
H 4.344 -2.792 -4.825
C -2.260 2.816 4.351
C 3.549 -2.688 -4.075
H -2.979 -3.255 -2.782
H 4.100 2.460 -0.655
H -2.682 2.925 3.350
H 1.926 -4.268 3.231
H 1.566 0.720 -3.634
Cl 2.042 2.547 1.846
C -2.585 -2.778 -0.051
O -0.161 -0.199 -2.994
H 4.495 1.152 0.534
H -0.030 -4.331 4.673
C -0.488 -3.508 4.121
N -2.070 4.148 -2.528
C 1.521 -3.409 2.696
C -0.331 -1.789 2.353
H 1.046 2.707 -2.662
C -1.608 3.018 -2.012
H -2.306 -3.512 5.282
H -2.904 3.117 -4.123
H -1.874 2.102 -2.569
H -1.704 -3.069 0.535
C 1.496 -2.418 -2.190
H 2.787 2.632 -2.476
C -0.411 1.723 5.603
C 1.831 2.500 -1.938
C -1.834 5.446 -1.891
C -1.755 -3.051 4.464
H 0.659 -2.303 -1.501
H 0.451 1.049 3.310
C 1.909 -1.321 -2.942
H 2.275 -1.184 0.267
H -3.878 4.514 -3.533
N -1.079 1.954 4.336
H 1.790 3.289 -1.163
H -3.349 -1.651 3.984
C 2.973 0.576 -0.951
C -0.518 1.559 3.222
C 0.239 -2.921 3.069
C -2.025 -2.802 -2.478
H -1.290 -3.606 -2.315
H -1.654 -2.119 -3.250
H -3.000 2.366 5.022
C 3.133 -3.806 -3.329
H 0.438 1.063 5.420
C 2.921 -1.455 -3.880
C 0.465 -1.159 1.379
H 3.203 -3.179 1.359
H -2.377 -0.248 -2.219
H 3.205 -0.590 -4.480
H -2.772 5.852 -1.485
C 2.115 -3.660 -2.363
C 4.192 1.359 -0.517
C -2.866 4.145 -3.748
C 1.673 -1.667 1.030
H -1.506 6.158 -2.657
H -2.116 -0.615 2.085
H -1.114 1.251 6.297
H -1.987 3.798 4.758
H 1.790 -4.526 -1.765
H 3.186 -0.504 -0.988
O -1.655 -0.009 -0.306
C -2.075 -0.707 -1.260
O -0.898 2.985 -0.963
H -3.100 -3.685 -0.380
Pm 0.207 1.351 0.358

[7]
15
Properties=species:S:1:pos:R:3 method="wB97M-V/def2-TZVPD" smiles="CCS/C=N/C" e_homo_ev=-8.666 max_force_ev_per_a=5.59 e_tot_ev=-16617.3265 relative_energy_ev=2.128 gap_ev=9.42 e_lumo_ev=0.756
C 2.812 -0.163 0.075
H -2.715 -0.377 1.211
H -2.869 -1.423 -0.241
H -1.234 -1.304 0.485
C -1.984 0.302 -0.771
C 0.849 1.027 0.317
H 2.598 -1.227 0.394
H -2.794 0.932 -0.996
H 3.570 -0.367 -0.780
C -2.157 -0.791 0.279
S -0.713 1.607 -0.140
H 1.165 1.263 1.308
H 3.305 0.441 0.932
N 1.637 0.346 -0.386
H -1.470 -0.265 -1.685

[8]
31
Properties=species:S:1:pos:R:3 method="wB97M-V/def2-TZVPD" e_homo_ev=-3.470 max_force_ev_per_a=0.75 total_charge=-1 e_tot_ev=-68630.3581 gap_ev=6.34 e_lumo_ev=2.874
H 1.182 -3.811 3.797
H -2.679 -1.069 -1.993
H -2.134 0.543 -0.430
O -1.510 3.715 -1.217
H -0.122 -2.147 -2.351
P 1.669 1.656 -2.711
P -0.666 3.339 0.161
H 1.327 -1.839 1.536
H -1.697 1.376 -1.922
Cl 1.089 3.603 -3.167
H -1.378 -2.716 -1.507
H 0.103 1.506 -4.224
O 1.773 -1.600 2.357
I 0.875 5.266 0.316
C -1.438 0.531 -1.276
H -2.436 3.743 -0.973
H 1.366 -1.372 4.308
H 0.027 0.567 1.180
S 2.760 1.848 0.578
C -1.630 -0.757 -2.074
H 1.286 -0.492 -0.688
H 2.697 1.222 1.747
Sb 0.557 1.051 -0.418
H -0.175 -3.487 2.714
H -1.461 -0.545 -3.133
N -0.794 -1.899 -1.637
O 0.581 0.862 -3.695
H -0.005 -1.039 3.246
C 0.344 -3.139 3.610
H -0.351 -3.202 4.450
C 0.841 -1.715 3.416

[9]
29
Properties=species:S:1:pos:R:3 method="wB97M-V/def2-TZVPD" e_homo_ev=0.540 max_force_ev_per_a=1.66 total_charge=-2 e_tot_ev=-39643.6557 gap_ev=3.93 e_lumo_ev=4.474
H -2.510 -1.334 -3.155
H 0.035 3.142 -1.966
H 1.157 0.428 -3.121
O 4.504 -1.575 3.638
O 2.700 -2.767 2.517
H -0.543 2.116 0.590
H -1.601 2.109 1.993
O 2.942 -0.357 2.204
H -0.300 -0.132 2.600
S 3.681 -1.652 2.397
C 0.323 -0.369 0.625
C -1.224 -1.361 -1.349
H -3.293 0.552 -0.935
H -3.579 0.699 -2.750
H -1.606 -1.906 -0.487
H -1.668 -0.219 1.506
H -0.685 -2.117 -1.927
F 0.655 -1.651 0.918
H 1.245 0.214 0.743
H 1.714 1.578 -1.271
C -0.666 0.193 1.630
C -3.088 0.195 -1.933
C -0.665 1.723 1.599
C -2.321 -0.821 -2.223
O 4.567 -1.886 1.217
H 0.182 2.099 2.160
B -0.174 -0.290 -0.880
N -0.382 2.301 -2.355
P 0.600 1.086 -1.986

[10]
45
Properties=species:S:1:pos:R:3 method="wB97M-V/def2-TZVPD" e_homo_ev=-11.398 max_force_ev_per_a=0.51 total_charge=+1 e_tot_ev=-40719.3861 gap_ev=7.06 e_lumo_ev=-4.341
C -1.765 -1.888 -0.852
C 3.311 -1.156 0.301
C 0.248 1.819 -3.194
H 5.573 2.527 -1.732
H 1.287 3.058 -4.621
C 1.310 2.457 -3.728
H 2.991 1.465 0.934
H -1.675 2.196 3.203
C -2.565 -2.975 -0.563
H 2.688 3.359 1.118
H -3.572 -3.017 -0.952
H -1.637 0.054 1.521
H -2.117 -1.066 -1.462
H 0.621 3.564 2.537
H 1.404 3.263 -1.304
C 2.210 2.586 -1.018
H -0.767 1.877 -3.557
N 2.367 0.179 -1.304
H 5.575 0.448 -0.524
N 0.859 2.025 1.155
C 3.459 0.090 -0.627
N 1.902 1.342 -1.879
N 0.526 1.021 -2.093
C -0.927 0.861 1.609
Al 0.715 -0.311 -0.548
C 3.391 2.812 -1.990
C 0.208 2.658 2.126
H 3.626 3.844 -2.234
C 1.460 -2.664 0.820
N 1.962 -1.473 0.372
N -0.511 -1.797 -0.388
H 3.177 1.303 -3.665
C 4.649 0.871 -0.889
O 1.981 -3.553 1.438
C 4.618 2.049 -1.543
C -2.048 -3.994 0.227
B 2.274 2.373 0.577
C -0.747 -3.902 0.699
C -0.942 1.951 2.456
H -2.655 -4.857 0.467
H -0.286 -4.669 1.305
C 0.000 -2.789 0.373
O 4.268 -1.679 0.790
N 0.161 0.911 0.818
C 2.582 1.986 -3.053